(1)
This record from the Open Molecules 2025 dataset describes a structure of composition C46H66ClF22GaO17PS. The level of theory is wB97M-V/def2-TZVPD.

Calculated values
E_tot ... -8393.34590 a.u.
Highest occupied orbital energy ... -4.1 eV
Charge ... -1

XYZ file:
```
155
Properties=species:S:1:pos:R:3:lowdin_charge:R:1
F -0.838 7.413 -4.358 0.171
H -0.176 -3.710 -9.898 0.086
H 2.612 -0.002 2.488 0.119
H 1.438 8.116 -10.078 0.082
C -1.959 -0.057 8.975 -0.200
F -2.935 3.109 8.229 0.158
H 6.092 -5.241 -5.513 0.084
H -6.160 3.563 5.071 0.125
S -1.613 -5.692 -0.386 0.267
F 1.869 -1.759 8.981 0.151
F 9.513 -3.451 8.347 0.172
C -0.069 -3.320 -10.910 -0.057
O 6.203 -2.617 9.009 0.037
Ga -3.564 -4.774 0.455 -0.047
H 5.496 -4.708 10.641 0.078
O -4.538 5.192 -2.825 0.045
F -2.182 6.870 -5.974 0.158
H 1.508 -1.847 -0.634 0.048
H 2.201 0.619 0.916 0.114
H -3.307 -1.538 8.172 0.083
C 7.167 -3.434 8.621 -0.407
H -4.634 0.239 1.428 0.126
F 8.675 -1.779 9.428 0.164
H -4.096 -0.082 8.793 0.081
F -2.199 5.116 8.523 0.175
F 8.402 -1.931 7.284 0.169
C -4.270 1.640 -0.182 -0.159
H -0.030 -4.168 -11.592 0.079
H 4.034 -2.261 2.552 0.077
O -0.872 -0.950 9.299 0.033
F 5.148 -3.811 -10.853 0.167
F -4.216 4.620 9.116 0.165
H -5.144 -2.538 -0.692 0.071
H -3.385 -2.506 1.764 0.049
H -5.429 -1.863 0.905 0.108
H -2.687 5.715 -3.454 0.109
O -5.083 -4.428 -2.312 -0.500
C 0.781 -2.528 8.798 -0.544
C 2.454 -0.295 1.448 -0.105
C -5.228 4.123 5.071 -0.188
C -4.834 0.349 0.359 -0.205
C -6.512 4.108 -2.207 -0.548
H -3.382 4.191 3.951 0.086
O -3.288 2.251 0.661 -0.069
H 4.874 -0.288 -0.899 0.069
H 5.769 0.220 0.925 0.071
F 3.894 -5.116 -9.663 0.161
C 2.356 -3.628 -3.484 -0.547
C -0.392 -1.666 8.295 -0.405
C -1.315 1.128 -0.202 0.008
H 3.969 -3.717 -7.118 0.121
F 1.106 -3.897 -3.876 0.175
O 2.520 -4.193 -12.630 0.173
C 4.902 -3.213 9.201 -0.189
H 1.930 -2.657 2.955 0.072
H 0.176 -2.520 2.877 0.098
H -1.320 -4.765 -1.306 -0.293
H -3.895 5.751 -4.729 0.118
H -4.980 7.735 -3.632 0.081
H 6.366 -4.473 -7.089 0.080
C 1.169 -2.253 0.305 -0.028
C 1.109 -1.968 2.789 -0.050
C 1.179 -2.473 -11.021 -0.192
C 0.150 6.884 -6.436 -0.401
H -0.948 -2.723 -11.151 0.084
F 1.087 -3.476 7.925 0.181
H -3.287 8.094 -3.972 0.065
H -3.793 7.662 -2.333 0.089
O -3.465 5.814 6.246 0.172
F -7.829 4.163 -2.378 0.175
H 5.041 0.031 2.538 0.079
F 2.790 -4.647 -2.740 0.175
H 4.096 -5.466 -7.006 0.118
C 4.307 -4.536 -6.485 -0.204
H 0.862 6.663 -9.252 0.079
O -0.078 8.028 -7.063 0.033
C -0.009 -0.310 1.292 -0.172
C 1.214 -1.241 1.453 -0.453
C 4.801 -3.872 10.558 -0.053
H 1.127 -1.619 -10.350 0.126
H -0.286 7.914 -9.720 0.084
Cl -7.065 -5.021 -0.208 0.034
H 0.130 -2.547 0.158 0.085
C -3.483 -2.774 0.712 -0.229
H 4.691 -3.914 8.395 0.130
C -4.316 3.632 3.971 -0.052
F -3.776 -5.560 2.076 -0.384
C -0.982 6.619 -5.425 -0.546
O -4.642 3.892 6.372 0.035
C 0.923 8.433 -8.018 -0.195
H -5.049 2.374 -0.305 0.091
P -5.228 -5.557 -1.070 0.337
H 0.800 9.508 -8.122 0.125
O 7.083 -4.607 8.415 0.173
F -6.245 4.471 -0.948 0.163
O -6.306 5.450 -4.202 0.170
C 4.842 0.231 1.487 -0.073
C -3.270 4.404 8.191 -0.547
H 1.117 -1.242 3.598 0.076
H 6.006 -3.489 -5.664 0.079
H -2.645 1.123 2.896 0.097
H -4.799 3.737 3.000 0.085
F 4.518 -5.720 -11.643 0.178
O 3.603 -2.337 -5.099 0.169
H -3.859 1.429 -1.169 0.124
C -3.952 7.462 -3.393 -0.049
H 0.418 0.070 -0.800 0.108
O 2.348 -3.210 -10.605 0.033
C 4.245 -2.158 1.493 -0.054
H 1.324 -2.096 -12.033 0.124
H -1.495 1.574 -1.169 0.116
H -0.743 -0.381 3.316 0.098
H -5.916 0.332 0.193 0.125
H 4.392 1.222 1.449 0.080
F -6.114 2.842 -2.381 0.170
H 3.790 -4.245 10.718 0.081
C 3.252 -3.414 -4.718 -0.398
H 4.193 -2.394 9.124 0.107
O 1.087 6.159 -6.574 0.180
C 4.134 -4.686 -10.906 -0.548
C -0.243 0.271 0.028 -0.017
H -5.474 5.178 4.961 0.124
H -1.763 0.437 8.025 0.121
H -2.587 -2.384 0.227 0.040
H -3.447 -1.297 9.911 0.083
H 3.843 -2.981 0.911 0.071
C -3.704 5.994 -3.688 -0.195
C 0.723 7.739 -9.348 -0.059
C -3.787 4.804 6.797 -0.410
C 5.782 -4.427 -6.170 -0.054
F -0.953 5.357 -5.022 0.181
C -2.194 1.424 0.835 -0.293
C -0.883 0.017 2.327 -0.009
C -3.283 -0.787 8.961 -0.053
F 0.497 -3.113 9.968 0.163
O -0.752 -1.653 7.158 0.184
C 3.816 -0.798 0.938 -0.554
H 5.329 -2.224 1.388 0.082
O 3.518 -4.582 -5.281 0.039
C -5.788 5.018 -3.215 -0.403
H 3.135 -0.156 -1.000 0.077
H -4.166 -4.398 -2.606 0.017
C 8.468 -2.634 8.421 -0.552
H -1.948 0.704 9.752 0.122
O -4.277 -0.722 -0.368 -0.156
H -4.068 2.582 4.124 0.074
C 3.947 -0.767 -0.609 -0.038
H 5.043 -3.159 11.347 0.084
F 2.336 -2.535 -2.729 0.159
H 1.687 -3.174 0.551 0.084
C -1.966 0.874 2.095 0.005
C 2.887 -4.012 -11.508 -0.406
H 3.862 -1.749 -1.055 0.058
C -4.670 -2.021 0.138 -0.293
H 1.916 8.247 -7.612 0.125
```

(2)
This record from the Open Molecules 2025 dataset describes a cluster of 13 separate species, C46H66O39 in total. The level of theory is wB97M-V/def2-TZVPD.

Calculated values
E_tot ... -4726.75719 a.u.
Highest occupied orbital energy ... -9.7 eV
Charge ... 0

XYZ file:
```
151
Properties=species:S:1:pos:R:3:lowdin_charge:R:1
H 3.367 5.408 -4.113 0.128
H 1.244 -3.691 -1.970 0.104
H -2.548 2.914 -3.383 0.129
H -0.985 1.081 -3.668 0.105
H 1.190 4.228 -3.184 0.069
C -2.969 4.531 1.798 -0.544
O 2.479 -0.743 5.252 0.113
C -6.503 -0.511 -0.135 -0.138
O -2.756 -1.705 -1.860 0.031
O -1.291 1.072 5.543 0.045
H -4.390 0.816 0.651 0.084
C 2.211 0.051 4.225 -0.423
C -3.856 -2.865 2.406 -0.475
H -4.854 -5.635 -0.704 0.092
H 5.493 -5.524 1.854 0.133
C 1.836 7.859 -3.399 -0.465
H 0.160 -5.776 -2.883 0.135
O 4.131 -4.207 0.839 0.068
H 2.381 6.425 -1.328 0.161
O -3.828 5.230 1.017 0.055
C 3.816 -0.539 5.707 -0.310
C 1.543 4.543 -2.202 -0.004
C 5.451 -4.617 1.250 -0.050
O -3.849 -3.023 1.096 0.064
C -3.590 -1.077 -2.782 -0.412
H 5.705 0.131 -3.526 0.055
C 4.510 0.246 4.589 -0.087
C -0.309 -4.988 0.095 -0.564
H -5.393 0.799 3.698 0.077
C -0.541 0.939 -0.698 -0.508
H 3.038 0.702 -5.819 0.146
O -0.733 -5.578 -0.981 0.079
O 2.621 -2.568 1.283 0.128
C 5.543 -0.147 -0.293 -0.155
O 6.928 0.856 2.620 0.125
C -2.098 1.971 4.778 -0.093
H 4.352 1.810 -0.176 0.125
C -7.976 0.457 1.208 -0.557
O 3.069 -0.265 -2.911 0.113
C -1.956 4.847 -0.166 -0.131
O -1.277 1.484 -5.712 0.049
C 6.419 -3.607 3.408 -0.009
C 0.175 -0.899 0.420 -0.101
C 3.715 -3.123 1.469 -0.531
C -1.892 -2.571 -2.534 -0.117
O 3.104 7.415 -3.793 0.031
O -2.957 -1.131 -4.002 0.072
H -3.356 -5.471 0.039 0.084
H 3.797 1.565 -3.177 0.147
H 5.191 1.060 4.838 0.140
H 4.135 -2.556 5.086 0.089
O -2.299 3.392 -5.433 0.067
C 4.415 0.805 0.240 -0.038
O -4.626 -0.499 -2.465 0.137
C -4.641 1.541 3.963 0.015
C -3.130 1.094 4.032 -0.272
H 5.730 -0.033 -1.361 0.102
H -4.969 2.051 4.869 0.090
O -1.921 -0.895 6.572 0.151
H -4.891 -5.561 1.983 0.133
H -5.678 -0.836 0.498 0.132
H -1.063 3.861 -3.845 0.114
H -1.861 -1.546 0.516 0.111
C -1.847 -1.922 -3.969 -0.134
O 0.904 -4.407 -0.108 0.039
H -1.948 -2.753 -4.667 0.132
H 0.585 4.654 -1.694 0.063
C -0.886 1.887 -4.396 -0.129
C 3.692 0.649 -3.758 -0.321
H 7.439 -3.992 3.424 0.084
O -3.091 -0.008 4.905 0.042
O -2.273 2.575 -7.523 0.141
C 6.248 0.678 1.617 -0.467
O -8.764 0.620 2.119 0.136
O -3.098 4.447 2.999 0.154
C 5.927 -3.335 1.960 -0.275
H 5.010 -0.935 -4.562 0.099
C 3.381 6.116 -3.283 -0.104
H 6.437 -2.701 4.013 0.067
O 0.496 0.224 -0.323 0.064
C 0.365 -5.782 -1.813 -0.102
O 4.710 -2.704 2.240 0.051
O -0.440 1.963 -1.461 0.049
H -1.557 4.179 -0.929 0.100
H 0.168 2.159 -4.460 0.099
H 3.890 -0.008 6.656 0.157
C -5.253 -4.537 1.889 -0.129
H 5.505 -1.795 6.026 0.091
C -2.056 -0.053 5.737 -0.554
H 2.129 3.737 -1.760 0.081
H -4.748 2.094 3.030 0.051
H 4.386 6.114 -2.863 0.133
O 6.678 -0.011 0.480 0.051
H 3.412 0.387 0.143 0.126
C 5.021 0.138 -4.374 0.005
H 5.383 -1.225 -0.285 0.121
C -3.451 5.242 -0.327 -0.117
O 1.059 0.307 3.724 0.073
C -4.178 -4.862 -0.339 -0.014
O 1.246 6.772 -2.827 0.038
O 1.377 8.951 -3.711 0.141
O -4.816 -3.719 2.959 0.091
H -6.647 1.255 -1.262 0.156
H 4.147 -2.354 6.838 0.090
H 0.293 -1.765 -0.231 0.113
O -1.927 4.202 1.056 0.086
H -0.908 -2.430 -2.087 0.095
C -4.849 -3.896 0.592 -0.298
O 1.139 -1.496 -2.870 0.105
H -2.138 -3.632 -2.490 0.114
O -7.065 1.384 0.899 0.084
H -6.629 -0.972 -1.115 0.133
H -4.002 4.525 -0.935 0.117
O -1.527 0.512 0.022 0.098
C 1.885 -0.628 -3.348 -0.502
C 4.426 -1.885 5.894 -0.038
H -6.324 -4.740 1.863 0.137
H -2.548 2.690 5.463 0.134
H -2.712 0.747 3.087 0.124
O -7.717 -0.674 0.539 0.084
H -4.921 2.506 0.487 0.081
O -3.267 -1.942 2.948 0.149
H -1.459 -0.556 1.857 0.117
H 2.431 1.998 -4.645 0.127
C -1.304 -0.648 0.782 -0.077
H 5.113 -0.496 4.067 0.099
O 3.373 0.736 3.854 0.031
O -0.906 -4.864 1.152 0.145
H -4.401 1.604 -0.935 0.072
H -1.460 2.467 4.046 0.121
H -3.601 6.237 -0.746 0.134
C 2.256 5.909 -2.279 -0.280
H -1.443 5.807 -0.210 0.132
H 6.518 -2.683 1.317 0.149
O 4.887 0.840 1.612 0.031
H 5.888 -4.409 3.921 0.093
H 2.334 -5.044 -1.405 0.127
O 1.632 0.076 -4.445 0.076
C 1.332 -4.616 -1.399 -0.131
H 5.997 -4.833 0.332 0.132
H 0.664 -0.853 1.393 0.118
H -3.816 -4.466 -1.288 0.066
H 5.475 0.799 -5.114 0.097
H 0.928 -6.677 -1.548 0.132
C -1.786 3.100 -4.139 -0.100
H -5.728 -3.378 0.210 0.150
H -0.865 -1.483 -4.144 0.107
C -4.926 1.522 0.017 -0.008
C -6.307 0.964 -0.269 -0.289
C 2.656 0.947 -4.828 -0.086
C -1.999 2.455 -6.346 -0.526
```

(3)
This record from the Open Molecules 2025 dataset describes a cluster of 7 separate species, C46H68N2O21 in total. The level of theory is wB97M-V/def2-TZVPD.

Calculated values
E_tot ... -3482.59886 a.u.
Highest occupied orbital energy ... -7.4 eV
SMILES ... COCCCCCCCCc1cc(CCCCOC=O)c2nccnc2c1.C[C@@H]1COC(=O)O1.C[C@@H]1COC(=O)O1.C[C@@H]1COC(=O)O1.C[C@@H]1COC(=O)O1.C[C@@H]1COC(=O)O1.C[C@@H]1COC(=O)O1
Charge ... 0

XYZ file:
```
137
Properties=species:S:1:pos:R:3:lowdin_charge:R:1
C -8.233 -2.439 -0.788 -0.202
H -3.973 2.359 6.075 0.088
H -8.436 -3.606 -0.739 0.108
H -4.240 -4.206 -2.933 0.128
H -6.544 -3.478 -3.855 0.119
C -2.850 0.640 11.539 -0.021
H -3.868 1.789 9.362 0.145
O -1.528 0.297 9.549 0.093
H 4.200 3.489 -1.272 0.093
O -4.495 0.693 1.336 0.087
C 4.445 3.007 0.827 -0.342
C -2.721 1.300 -6.137 -0.091
H 13.211 -2.343 -2.767 0.089
C -2.036 1.282 10.434 -0.350
H -5.419 0.988 -0.363 0.062
H 0.929 -5.916 -4.487 0.142
H 13.486 -1.775 -1.130 0.094
H -3.049 3.280 4.902 0.098
H 4.515 1.113 -0.254 0.142
H 5.669 1.244 1.097 0.141
H 1.136 -7.529 -3.760 0.141
H 4.944 3.442 1.702 0.162
O -1.809 -6.391 -4.357 0.085
N -2.575 1.078 -4.657 0.044
C -3.384 -3.359 -0.337 -0.120
C -5.311 1.655 -4.761 -0.151
C 9.862 1.554 -0.232 -0.025
O 12.524 0.303 -2.371 0.087
O -0.937 0.375 7.338 0.134
O 7.353 5.273 0.888 0.128
C -8.231 1.599 -1.401 -0.180
C -2.847 2.153 9.523 -0.109
H -9.482 -0.675 1.276 0.115
H -3.403 1.388 12.115 0.092
H -4.403 -2.383 -2.478 0.119
C -1.398 -6.991 -5.514 -0.506
H -3.028 0.345 -0.354 0.100
C 13.788 -0.271 -2.661 -0.349
C 9.668 3.057 -0.272 -0.352
H 13.934 -0.244 -3.748 0.164
C -9.592 -1.521 -0.838 -0.216
N -5.396 1.914 -6.239 0.017
C 8.340 4.594 0.656 -0.497
O -2.505 0.396 2.429 0.053
H -1.733 1.173 -6.793 0.101
H -3.478 0.246 4.988 0.164
O -2.095 -7.125 -6.507 0.129
H -2.031 2.682 -0.722 0.122
O 9.614 4.934 1.017 0.071
C -1.530 1.799 -1.347 -0.178
C -0.690 -5.497 -2.414 -0.030
C 0.302 -0.187 -0.863 -0.182
C -3.988 1.032 -2.363 -0.047
H -2.202 2.223 6.061 0.067
C -5.400 1.159 -1.523 0.034
H -0.649 -4.537 -2.941 0.061
C -7.327 -2.186 -2.142 -0.208
H -2.192 0.092 12.222 0.088
O -0.105 -7.422 -5.413 0.061
C -1.486 0.870 8.310 -0.498
C 13.855 -1.699 -2.159 -0.020
O 3.677 1.012 1.612 0.061
H 10.476 3.226 1.748 0.142
H -6.994 -4.491 -2.236 0.114
C -9.588 -0.226 0.175 -0.219
H -9.766 -1.124 -1.936 0.099
C -0.205 1.349 -0.437 -0.143
C 2.662 1.926 1.625 -0.509
H -2.996 -4.181 0.428 0.105
H -2.642 -3.259 -1.256 0.083
O 14.077 1.904 -2.049 0.074
C -3.090 2.321 5.429 -0.015
C 4.852 3.749 -0.430 -0.020
H -8.230 1.499 0.916 0.120
O 0.033 -2.673 -2.248 -0.085
H -1.242 2.265 -2.382 0.106
O 0.370 -0.186 -2.331 -0.119
C -3.919 1.270 -4.014 -0.111
C 0.244 -1.532 -2.906 -0.128
H 0.324 -1.607 -4.094 0.173
O -4.703 -3.788 -0.830 -0.273
H 10.922 1.287 -0.252 0.072
C 14.736 0.654 -1.959 -0.114
C -4.076 1.728 -6.930 -0.085
C -1.981 0.967 3.614 -0.105
O -2.140 2.070 8.300 0.032
H -10.479 -2.226 -0.461 0.114
H 9.400 1.119 0.661 0.092
H -2.891 3.189 9.872 0.146
H -0.478 1.303 0.705 0.100
H -6.537 -1.367 -1.869 0.089
C 0.419 -6.850 -4.229 -0.119
H -7.323 0.026 0.148 0.085
H -1.186 1.830 10.859 0.162
H 14.875 -2.091 -2.202 0.093
C -3.798 0.826 2.329 -0.475
H 14.882 0.412 -0.900 0.144
H 0.198 -5.594 -1.782 0.096
H -1.573 -5.459 -1.767 0.078
H -10.579 0.398 0.181 0.107
O 3.044 3.095 1.028 0.085
C -4.873 -3.443 -2.274 -0.199
H -8.497 2.740 -1.171 0.126
H -7.723 2.087 -4.504 0.096
C 12.741 1.633 -2.147 -0.486
H -1.264 0.288 4.083 0.149
H 9.371 1.089 -1.094 0.096
O -4.209 1.427 3.486 0.095
H 11.420 4.068 0.493 0.144
H -3.557 -0.093 11.135 0.095
H -7.528 -2.203 0.145 0.120
H -1.471 1.902 3.356 0.145
C 4.673 1.528 0.747 -0.113
H -7.985 -1.767 -3.023 0.109
H 1.314 -0.473 -0.331 0.139
C -6.838 1.520 -2.262 -0.122
C -2.651 0.608 -1.456 -0.177
H 9.922 3.446 -1.265 0.148
C -6.499 -3.507 -2.662 -0.156
H 5.890 3.535 -0.703 0.073
C -0.806 -6.652 -3.388 -0.348
H -4.019 1.873 -8.106 0.103
O 1.558 1.725 2.105 0.109
C -8.236 0.742 -0.004 -0.208
H -1.078 -7.571 -2.855 0.160
H 15.711 0.698 -2.451 0.146
C -3.206 1.165 4.455 -0.338
H 0.705 2.071 -0.609 0.111
C -6.737 1.788 -3.905 0.025
H -2.271 -0.398 -1.917 0.096
O 11.858 2.469 -2.044 0.121
O 8.317 3.395 0.002 0.064
H 4.749 4.829 -0.280 0.090
H -9.096 1.134 -2.079 0.114
C 10.412 3.784 0.807 -0.109
H -3.506 -2.339 0.245 0.097
H -0.538 -0.905 -0.418 0.133
```

| no. | E_LUMO (eV) |
| --- | --- |
| 1 | 1.534 |
| 2 | -0.504 |
| 3 | -0.545 |